Entry 1:
Density functional theory data (wB97M-V/def2-TZVPD) for a single C3H4N2O molecule.

Calculated values
- E_tot (eV) = -8201.3226
- orbital gap (eV) = 10.6

Structure (XYZ):
```
10
Properties=species:S:1:pos:R:3:forces:R:3:mulliken_charge:R:1
C -1.482414 0.106363 -0.044514 -6.72 -1.48 2.84 -1.119
C -0.161449 0.266860 0.023966 6.13 3.60 -0.19 0.867
N 0.644022 1.314957 0.019905 -0.02 -1.11 0.13 -0.434
N 1.949685 0.763604 0.031835 -0.86 -0.53 -0.59 -0.362
C 1.756426 -0.539316 -0.006898 2.93 5.20 0.52 -0.007
O 0.537997 -0.806709 0.089711 -2.82 -5.78 -0.46 -0.285
H -1.945387 1.022117 -0.221711 -1.02 1.49 -0.33 0.361
H -1.807789 -0.228622 1.010850 0.11 0.64 -1.19 0.240
H -1.952648 -0.672958 -0.627760 0.62 -0.14 -0.73 0.307
H 2.461554 -1.226292 -0.275382 1.65 -1.90 0.00 0.432
```
Positions in Å, forces in eV/Å.



Entry 2:
Density functional theory data (wB97M-V/def2-TZVPD) for a single C3H4N2O2 molecule.

Calculated values
- E_tot (eV) = -10248.3650
- orbital gap (eV) = 9.1

Structure (XYZ):
```
11
Properties=species:S:1:pos:R:3:forces:R:3:mulliken_charge:R:1
N -1.421033 0.138109 -0.378509 -0.02 0.10 -0.22 -0.357
C -0.567571 -0.258811 0.908442 0.21 -0.23 0.25 -0.625
C -0.255231 1.023908 0.306640 -0.53 0.06 -0.12 0.297
O 0.965204 1.023661 -0.336011 -0.35 -0.28 -0.30 -0.349
C 1.511668 -0.269881 -0.197962 0.20 -0.16 -0.13 0.443
O 2.604109 -0.563591 -0.593694 -0.57 0.25 0.17 -0.544
N 0.547188 -1.009202 0.423041 0.24 -0.08 0.21 -0.015
H -1.156450 -0.239329 -1.281742 0.10 -0.02 0.12 0.255
H -2.417645 0.043551 -0.162895 0.70 0.66 -0.13 0.280
H -0.575957 2.036589 0.538797 -0.07 -0.37 0.16 0.414
H 0.765717 -1.925000 0.773891 0.09 0.05 0.01 0.201
```
Positions in Å, forces in eV/Å.



Entry 3:
Density functional theory data (wB97M-V/def2-TZVPD) for a single C3H4N2O2 molecule.

Calculated values
- E_tot (eV) = -10250.4759
- orbital gap (eV) = 10.4

Structure (XYZ):
```
11
Properties=species:S:1:pos:R:3:forces:R:3:mulliken_charge:R:1
C -1.593914 -0.316945 -0.037194 -0.07 0.10 -0.04 -0.757
N -0.196510 0.031371 -0.186055 0.05 0.18 0.07 0.523
N 0.691749 -0.854134 -0.757029 0.21 -0.17 0.27 -0.731
C 1.834379 -0.469452 -0.331072 -0.23 -0.20 -0.33 0.017
O 1.807818 0.592734 0.499863 -0.57 0.64 -0.49 -0.324
C 0.447601 1.028334 0.488955 0.40 -0.05 0.17 0.537
O 0.062363 2.067793 0.948108 0.19 -0.76 0.05 -0.556
H -2.118148 -0.330733 -0.994296 0.16 0.03 0.03 0.258
H -1.672385 -1.306222 0.429705 -0.01 0.27 -0.05 0.270
H -2.038657 0.447815 0.600711 -0.01 -0.14 -0.03 0.354
H 2.775700 -0.890558 -0.661694 -0.10 0.10 0.35 0.409
```
Positions in Å, forces in eV/Å.



Entry 4:
Density functional theory data (wB97M-V/def2-TZVPD) for a single C3H4N2O2 molecule.

Calculated values
- E_tot (eV) = -10249.3633
- orbital gap (eV) = 10.8

Structure (XYZ):
```
11
Properties=species:S:1:pos:R:3:forces:R:3:mulliken_charge:R:1
C 1.965864 0.258693 0.014539 0.47 0.25 -0.09 -0.637
O 1.018764 -0.819684 -0.039125 0.46 -0.02 0.13 -0.339
C -0.233341 -0.461982 -0.004437 -1.06 0.06 0.29 0.809
N -1.264942 -1.253782 0.027463 0.14 0.10 -0.20 -0.539
C -2.291926 -0.350231 0.001136 -0.58 0.03 -0.14 0.021
N -1.957940 0.914133 -0.024833 0.00 -0.92 0.23 -0.331
O -0.547691 0.829947 0.012270 0.24 0.35 -0.29 -0.176
H 1.901853 0.790948 0.973977 -0.04 -0.18 -0.33 0.292
H 2.962060 -0.172609 -0.111930 -0.34 -0.13 0.16 0.231
H 1.793037 0.941183 -0.818511 -0.06 0.06 0.16 0.298
H -3.345741 -0.676617 -0.030546 0.77 0.41 0.09 0.371
```
Positions in Å, forces in eV/Å.



Entry 5:
Density functional theory data (wB97M-V/def2-TZVPD) for a single C3H4N2O2 molecule.

Calculated values
- E_tot (eV) = -10250.2140
- orbital gap (eV) = 8.8

Structure (XYZ):
```
11
Properties=species:S:1:pos:R:3:forces:R:3:mulliken_charge:R:1
N -1.795405 -0.461398 -0.051357 -0.10 -0.11 0.10 -0.453
C -0.493430 -0.041028 0.053163 0.02 0.33 0.19 0.539
C -0.012385 1.185229 0.315134 -0.43 0.06 0.11 -0.568
O 1.361828 1.091752 0.588226 0.25 0.30 -0.87 -0.283
C 1.742976 -0.041330 -0.025224 0.50 -0.25 -0.34 0.476
O 2.808365 -0.176274 -0.548730 -0.15 -0.74 0.67 -0.508
N 0.600207 -0.909225 -0.082465 0.01 0.20 0.11 -0.223
H -2.032226 -1.272818 -0.597939 0.21 0.18 -0.20 0.231
H -2.484484 0.275162 -0.038870 0.06 -0.19 0.00 0.215
H -0.322297 2.174141 0.031184 -0.47 0.00 0.46 0.316
H 0.626846 -1.824209 0.356873 0.12 0.23 -0.23 0.257
```
Positions in Å, forces in eV/Å.



Entry 6:
Density functional theory data (wB97M-V/def2-TZVPD) for a single C3H4N2O2 molecule.

Calculated values
- E_tot (eV) = -10250.8382
- orbital gap (eV) = 8.9

Structure (XYZ):
```
11
Properties=species:S:1:pos:R:3:forces:R:3:mulliken_charge:R:1
O 2.357023 0.589341 -0.290924 -0.04 0.17 0.00 -0.511
C 1.090109 0.136420 -0.346341 -0.08 -0.22 0.11 0.584
C 0.660643 -1.148191 -0.386825 0.34 0.20 -0.12 -0.550
N -0.755282 -1.063097 -0.370062 0.18 0.21 -0.30 -0.179
C -1.007898 0.277335 -0.337802 -0.01 -0.10 -0.29 0.390
O -2.292114 0.647011 -0.366236 0.03 0.26 -0.05 -0.488
N 0.039653 1.045519 -0.320731 -0.23 -0.31 0.28 -0.621
H 2.294320 1.554567 -0.296864 0.10 -0.12 0.05 0.366
H 1.196273 -2.081426 -0.304651 -0.13 0.16 -0.14 0.388
H -1.270735 -1.544329 -1.099584 -0.14 -0.34 0.49 0.252
H -2.318702 1.610567 -0.384762 -0.02 0.08 -0.02 0.369
```
Positions in Å, forces in eV/Å.



What did we get for relative energy (zero: lowest compared OMol25 entry of this formula, charge and spin)? Answer: 247.3, 376.3, 172.6, 280.0, 197.9, 137.7 kJ/mol, in the order shown.
What did we get for LUMO? Answer: 0.78, 0.65, 0.90, 0.78, 0.68, 0.74 eV, in the order shown.